Here is a 17-piece molecular cluster, C82H210N12O34 overall in a non-equilibrium geometry from OMol25. Energies are from ωB97M-V with the def2-TZVPD basis set.

Properties
Spin multiplicity: 1
Energy relative to the best compared isomer or geometry (same formula, charge and spin) in kJ/mol: 1484.1
HOMO-LUMO gap in eV: 8.59
Net charge: 0
Highest occupied orbital energy in eV: -8.36

Each line ends with the Mulliken charge.
Geometry (Å):
C -9.12 -26.07 -21.91  -0.82
O -9.24 -25.75 -23.34  -0.46
C -10.51 -26.25 -23.89  0.06
C -10.64 -27.75 -23.99  -1.15
N -9.54 -28.52 -24.61  -0.01
C -8.95 -28.09 -25.79  -0.13
C -7.92 -29.16 -26.27  -0.86
O -6.75 -29.35 -25.50  -0.36
C -6.01 -28.29 -25.09  -0.50
H -8.22 -25.61 -21.50  0.33
H -9.35 -27.09 -21.60  0.31
H -9.96 -25.51 -21.50  0.24
H -10.59 -26.00 -24.95  0.19
H -11.36 -25.70 -23.47  0.54
H -11.42 -28.13 -24.64  -0.01
H -10.88 -28.22 -23.04  0.53
H -8.84 -28.84 -23.96  0.36
H -8.40 -27.15 -25.74  0.25
H -9.75 -27.94 -26.51  -0.02
H -7.60 -28.79 -27.24  0.43
H -8.55 -30.05 -26.27  0.38
H -5.81 -27.54 -25.85  0.32
H -5.17 -28.79 -24.59  0.27
H -6.56 -27.67 -24.38  0.08
C -12.30 -30.68 -26.49  -0.76
O -12.95 -29.42 -26.62  -0.29
C -12.58 -28.73 -27.80  -0.63
C -13.25 -27.36 -27.77  -0.52
N -12.70 -26.40 -26.79  0.15
C -13.52 -25.28 -26.70  -0.61
C -14.60 -25.59 -25.53  -0.97
O -13.83 -25.98 -24.37  0.31
C -14.60 -26.83 -23.52  -0.98
H -12.02 -31.15 -27.43  0.36
H -13.05 -31.32 -26.04  0.25
H -11.42 -30.51 -25.87  0.20
H -12.97 -29.18 -28.72  0.53
H -11.50 -28.60 -27.92  0.24
H -14.26 -27.57 -27.41  0.29
H -13.22 -26.99 -28.79  0.44
H -12.63 -26.86 -25.89  -0.28
H -14.10 -25.17 -27.61  0.50
H -12.98 -24.39 -26.39  0.08
H -15.25 -26.44 -25.76  0.36
H -15.23 -24.74 -25.29  0.46
H -15.28 -26.17 -22.98  0.36
H -13.82 -27.22 -22.87  0.05
H -15.07 -27.71 -23.95  0.35
C -14.37 -25.67 -17.25  -0.45
O -14.23 -26.54 -18.31  -0.54
C -14.53 -26.14 -19.65  0.23
C -16.02 -25.99 -19.84  -0.72
N -16.34 -24.84 -20.72  0.85
C -17.76 -24.56 -20.88  -1.10
C -17.97 -23.41 -21.89  -0.14
O -17.56 -22.20 -21.29  0.01
C -17.56 -21.01 -22.08  -0.08
H -13.69 -25.94 -16.44  0.15
H -15.42 -25.81 -17.00  0.40
H -14.25 -24.64 -17.57  0.05
H -14.19 -26.98 -20.26  -0.02
H -13.88 -25.33 -19.98  0.01
H -16.64 -26.04 -18.95  0.54
H -16.28 -26.92 -20.35  0.33
H -15.80 -24.02 -20.50  -0.51
H -18.24 -24.18 -19.97  0.31
H -18.36 -25.47 -21.00  0.60
H -19.00 -23.40 -22.24  0.26
H -17.27 -23.41 -22.73  0.00
H -16.59 -21.02 -22.59  0.00
H -17.63 -20.08 -21.51  -0.59
H -18.45 -20.98 -22.71  0.62
C -16.95 -17.63 -19.74  -0.69
O -16.50 -16.54 -20.49  0.42
C -16.47 -16.70 -21.91  1.10
C -14.98 -17.14 -22.31  -0.89
N -14.84 -18.66 -22.31  1.82
C -13.55 -19.14 -22.76  -1.24
C -13.52 -20.71 -22.96  -0.49
O -13.79 -21.25 -21.72  0.51
C -13.39 -22.69 -21.74  -1.03
H -17.82 -18.22 -20.04  0.30
H -17.25 -17.28 -18.75  0.18
H -16.09 -18.29 -19.63  -0.12
H -16.55 -15.66 -22.24  -0.88
H -17.18 -17.20 -22.57  -0.37
H -14.30 -16.70 -21.58  0.35
H -14.71 -16.73 -23.28  0.34
H -14.98 -19.16 -21.44  -0.99
H -12.72 -18.78 -22.17  0.16
H -13.42 -18.55 -23.66  0.60
H -12.50 -20.89 -23.29  -0.36
H -14.16 -21.15 -23.73  0.43
H -13.88 -23.23 -22.55  0.60
H -13.49 -23.25 -20.81  -0.12
H -12.36 -22.81 -22.08  0.42
C -9.94 -22.52 -17.42  -0.51
O -9.76 -23.92 -17.24  -0.41
C -10.96 -24.41 -16.67  -0.42
C -10.64 -25.43 -15.55  -0.82
N -9.91 -24.93 -14.33  -0.34
C -8.72 -25.73 -14.00  -0.48
C -8.43 -25.63 -12.51  -0.72
O -8.75 -26.80 -11.77  -0.40
C -10.12 -26.88 -11.36  -0.71
H -10.63 -22.40 -18.26  0.12
H -9.01 -22.04 -17.72  0.39
H -10.19 -21.97 -16.51  0.22
H -11.58 -24.84 -17.46  0.43
H -11.75 -23.72 -16.37  0.28
H -10.36 -26.41 -15.94  0.34
H -11.57 -25.73 -15.06  0.31
H -9.59 -24.02 -14.60  0.21
H -8.04 -25.17 -14.63  0.50
H -8.76 -26.75 -14.36  0.40
H -8.97 -24.83 -12.01  0.38
H -7.39 -25.37 -12.33  0.35
H -10.19 -27.61 -10.55  0.27
H -10.81 -27.28 -12.11  0.25
H -10.55 -25.97 -10.94  0.32
C -20.24 -11.00 -27.02  -0.70
O -18.94 -10.97 -27.22  -0.22
C -18.52 -11.53 -28.44  -0.67
C -17.02 -11.40 -28.40  -0.93
N -16.22 -12.48 -27.77  -0.25
C -14.77 -12.42 -27.81  -0.63
C -14.24 -13.48 -26.87  -0.59
O -14.70 -13.20 -25.49  -0.56
C -13.77 -13.63 -24.51  -1.07
H -20.66 -10.88 -28.02  0.50
H -20.43 -10.07 -26.49  0.21
H -20.49 -11.86 -26.40  0.04
H -18.94 -10.97 -29.28  0.54
H -18.79 -12.52 -28.81  0.34
H -16.90 -10.47 -27.84  0.38
H -16.72 -11.17 -29.42  0.56
H -16.43 -12.56 -26.78  0.02
H -14.44 -11.43 -27.50  0.33
H -14.46 -12.72 -28.81  0.43
H -13.15 -13.45 -26.99  0.37
H -14.68 -14.42 -27.19  0.24
H -13.82 -14.71 -24.42  0.31
H -14.17 -13.12 -23.63  0.25
H -12.77 -13.30 -24.80  0.43
C -23.77 -22.11 -17.21  -0.80
O -22.48 -22.40 -16.60  -0.32
C -21.50 -21.62 -17.26  -0.54
C -20.11 -21.67 -16.49  0.00
N -19.77 -23.01 -16.21  -0.28
C -18.42 -23.06 -15.64  0.23
C -18.43 -22.73 -14.10  -0.77
O -19.26 -23.72 -13.46  -0.41
C -19.67 -23.52 -12.17  -0.78
H -23.61 -22.30 -18.27  0.32
H -24.09 -21.08 -17.07  0.26
H -24.50 -22.91 -17.09  0.32
H -21.69 -20.55 -17.24  0.14
H -21.28 -22.05 -18.23  0.37
H -20.38 -21.10 -15.60  0.22
H -19.37 -21.31 -17.20  -0.03
H -20.47 -23.32 -15.55  0.32
H -17.70 -22.48 -16.22  -0.31
H -18.12 -24.11 -15.58  0.29
H -18.98 -21.81 -13.88  0.30
H -17.45 -22.72 -13.62  0.61
H -20.36 -22.68 -12.06  0.29
H -18.81 -23.29 -11.53  0.33
H -20.11 -24.44 -11.79  0.26
C -22.09 -17.03 -16.54  -0.88
O -21.25 -16.28 -17.45  -0.28
C -21.82 -16.24 -18.79  -0.53
C -21.52 -14.93 -19.51  0.18
N -21.19 -13.75 -18.64  -0.50
C -20.14 -12.94 -19.37  -0.66
C -18.69 -13.38 -19.26  0.18
O -18.05 -12.69 -20.32  -0.61
C -16.63 -12.84 -20.52  -0.90
H -23.10 -16.65 -16.41  0.42
H -21.54 -17.26 -15.63  0.24
H -22.43 -18.00 -16.90  0.24
H -22.91 -16.30 -18.78  0.43
H -21.35 -17.04 -19.36  0.29
H -22.30 -14.57 -20.18  0.23
H -20.70 -15.11 -20.21  -0.32
H -20.79 -14.31 -17.90  0.34
H -20.23 -11.98 -18.86  0.30
H -20.52 -12.74 -20.37  0.11
H -18.56 -14.45 -19.37  -0.21
H -18.23 -12.98 -18.36  0.54
H -16.12 -12.12 -21.16  0.26
H -16.56 -13.86 -20.90  0.19
H -16.24 -12.63 -19.53  0.47
C -9.81 -19.14 -12.88  -0.77
O -10.70 -18.92 -13.96  -0.29
C -10.04 -18.87 -15.18  -0.82
C -10.98 -18.63 -16.39  -0.33
N -11.82 -19.80 -16.67  -0.12
C -13.13 -19.35 -17.18  -1.35
C -14.03 -20.46 -17.67  0.20
O -15.37 -20.05 -17.87  0.08
C -16.01 -20.97 -18.75  -1.01
H -10.33 -18.79 -11.98  0.25
H -8.93 -18.51 -12.78  0.33
H -9.68 -20.22 -12.86  0.28
H -9.48 -19.79 -15.33  0.36
H -9.25 -18.13 -15.05  0.57
H -10.42 -18.26 -17.25  0.39
H -11.64 -17.84 -16.04  0.05
H -11.90 -20.34 -15.82  0.30
H -12.88 -18.70 -18.02  0.32
H -13.67 -18.81 -16.39  0.41
H -13.95 -21.35 -17.03  0.40
H -13.64 -20.87 -18.60  0.02
H -15.58 -20.93 -19.75  -0.14
H -17.07 -20.70 -18.74  0.28
H -16.02 -22.04 -18.55  0.55
C -8.34 -22.20 -21.32  -0.73
O -7.97 -21.87 -22.66  -0.50
C -9.19 -21.64 -23.46  0.49
C -8.77 -20.98 -24.77  -1.09
N -9.86 -20.58 -25.66  -0.16
C -10.85 -21.60 -26.01  0.18
C -11.87 -21.01 -26.98  -0.95
O -13.09 -21.66 -26.83  -0.08
C -14.17 -20.74 -26.98  -0.90
H -7.48 -22.40 -20.67  0.38
H -9.13 -22.94 -21.31  0.18
H -8.77 -21.29 -20.90  0.41
H -9.78 -20.88 -22.95  0.12
H -9.83 -22.50 -23.66  0.05
H -8.13 -21.68 -25.29  0.27
H -8.26 -20.03 -24.59  0.39
H -10.27 -19.66 -25.72  0.28
H -11.44 -21.99 -25.18  -0.15
H -10.23 -22.42 -26.36  0.28
H -11.48 -20.97 -28.00  0.19
H -11.96 -19.96 -26.70  0.44
H -15.10 -21.27 -27.20  0.25
H -14.10 -20.16 -27.90  0.33
H -14.28 -20.14 -26.08  0.44
C -8.52 -12.37 -24.57  -0.72
O -8.37 -12.21 -23.08  -0.36
C -8.74 -10.94 -22.45  -0.51
C -10.25 -10.54 -22.45  -0.70
N -11.05 -11.78 -22.48  -0.16
C -10.95 -12.43 -21.10  -0.68
C -11.97 -13.57 -20.92  0.05
O -11.89 -14.42 -21.99  0.05
C -10.89 -15.45 -22.00  -0.86
H -7.61 -12.32 -25.17  0.29
H -9.26 -11.62 -24.87  0.32
H -8.88 -13.33 -24.93  0.24
H -8.01 -10.21 -22.81  0.44
H -8.47 -11.16 -21.42  0.28
H -10.38 -9.77 -23.21  0.35
H -10.40 -9.93 -21.57  0.33
H -10.70 -12.48 -23.13  0.17
H -11.20 -11.63 -20.40  0.49
H -9.98 -12.87 -20.87  0.26
H -12.97 -13.14 -20.97  -0.29
H -11.92 -14.19 -20.02  0.30
H -11.01 -15.92 -21.03  0.36
H -9.91 -15.11 -22.35  0.16
H -11.36 -16.21 -22.63  0.21
C -22.25 -13.95 -22.90  -0.86
O -21.28 -15.04 -23.17  -0.46
C -20.04 -14.54 -23.33  0.55
C -19.05 -15.58 -24.11  -0.73
N -19.47 -15.96 -25.45  0.04
C -20.79 -16.55 -25.48  -0.71
C -20.94 -17.13 -26.93  -0.06
O -21.13 -16.11 -27.89  -0.37
C -20.86 -16.55 -29.22  -0.82
H -22.52 -13.50 -23.85  0.35
H -21.95 -13.37 -22.03  0.27
H -23.21 -14.31 -22.53  0.32
H -19.59 -14.34 -22.35  -0.19
H -19.93 -13.59 -23.86  0.19
H -18.83 -16.47 -23.53  -0.13
H -18.05 -15.16 -24.06  0.32
H -19.61 -15.06 -25.87  0.45
H -21.58 -15.83 -25.28  0.40
H -20.87 -17.26 -24.66  0.46
H -21.82 -17.78 -26.90  0.40
H -20.10 -17.70 -27.32  -0.13
H -21.24 -17.47 -29.66  0.34
H -19.78 -16.63 -29.34  0.30
H -21.20 -15.82 -29.96  0.30
C -17.39 -18.22 -27.08  -0.97
C -17.38 -19.09 -25.67  1.07
O -18.64 -18.89 -25.08  -0.56
O -16.12 -18.41 -27.55  -0.51
H -17.69 -17.17 -27.04  0.28
H -18.16 -18.63 -27.74  0.44
H -16.62 -18.72 -24.99  -0.30
H -17.09 -20.13 -25.85  -0.26
H -18.86 -17.97 -25.24  0.04
H -16.19 -19.05 -28.26  0.38
C -17.32 -17.98 -14.98  -0.12
C -17.93 -18.41 -13.62  -0.64
O -17.47 -19.63 -13.18  -0.53
O -17.25 -19.11 -15.98  0.05
H -16.27 -17.83 -14.75  0.21
H -17.71 -17.01 -15.30  0.40
H -19.01 -18.41 -13.75  0.23
H -17.69 -17.65 -12.87  0.36
H -17.47 -20.12 -14.00  0.17
H -16.61 -19.03 -16.68  -0.13
C -14.99 -14.88 -16.28  -0.58
C -14.21 -15.91 -17.16  0.12
O -13.65 -15.33 -18.35  -0.33
O -16.17 -14.60 -16.93  -0.47
H -14.29 -14.04 -16.17  0.38
H -15.27 -15.30 -15.31  0.26
H -14.62 -16.88 -17.43  0.00
H -13.32 -16.12 -16.56  0.07
H -14.34 -15.01 -18.94  0.25
H -16.52 -15.32 -17.46  0.29
C -19.10 -24.19 -27.43  -0.52
C -18.22 -23.15 -26.66  0.36
O -18.23 -23.13 -25.20  -0.43
O -18.91 -23.92 -28.81  -0.55
H -20.18 -24.05 -27.41  0.25
H -18.81 -25.19 -27.11  0.32
H -18.46 -22.10 -26.81  0.08
H -17.15 -23.33 -26.79  -0.04
H -18.37 -22.24 -24.86  0.24
H -18.11 -24.31 -29.17  0.30
C -17.91 -10.85 -23.40  -0.96
C -17.52 -11.91 -24.54  0.10
O -16.68 -12.87 -24.00  0.04
O -18.90 -11.46 -22.62  -0.49
H -18.42 -9.99 -23.83  0.41
H -17.02 -10.51 -22.88  0.27
H -17.16 -11.30 -25.37  0.47
H -18.42 -12.33 -24.99  0.02
H -15.90 -12.93 -24.56  0.64
H -18.50 -11.86 -21.84  0.50